Entry 1:
A structure of composition C33H57ClN2O2PbSi. Source: the OMol25 dataset; level of theory: wB97M-V/def2-TZVPD.

Results
Energy: -2494.21789 Ha
Multiplicity: 1
ΔE to the lowest compared entry with this formula, charge and spin: 2.71 kcal/mol
LUMO: 0.5 eV

Each line ends with the Mulliken charge.
Cartesian coordinates (Å):
O: 0.315 2.036 0.712  0.290
O: 3.492 0.107 -2.665  -0.256
C: 0.197 3.275 -0.025  -0.400
C: -0.222 4.452 0.829  -1.088
H: -0.547 3.057 -0.806  0.401
H: 1.166 3.501 -0.506  0.214
H: -1.134 4.246 1.402  0.104
H: -0.408 5.320 0.186  0.465
H: 0.579 4.740 1.519  0.320
C: 1.251 2.060 1.811  0.475
C: 2.692 2.123 1.347  -1.486
H: 1.064 1.136 2.385  -0.278
H: 1.012 2.913 2.475  0.102
H: 2.942 1.257 0.722  0.233
H: 3.338 2.125 2.234  0.460
H: 2.877 3.054 0.796  0.347
C: 4.093 -1.191 -2.761  -0.244
C: 4.264 1.186 -3.193  -0.195
C: 4.684 -1.668 -1.449  -1.203
H: 4.880 -1.213 -3.537  0.391
H: 3.260 -1.847 -3.056  0.277
H: 5.492 -1.008 -1.112  0.334
H: 5.106 -2.666 -1.598  0.393
H: 3.918 -1.728 -0.668  0.165
C: 5.642 1.359 -2.587  -1.269
H: 3.642 2.066 -2.993  0.283
H: 4.375 1.063 -4.284  0.279
H: 5.609 1.445 -1.498  0.245
H: 6.070 2.283 -2.984  0.418
H: 6.319 0.543 -2.861  0.331
H: 1.083 -0.181 -3.140  0.032
N: -2.308 0.472 3.048  0.182
C: -3.134 -0.404 3.626  1.133
C: -3.422 -1.688 3.157  -1.746
C: -2.798 -2.420 2.142  1.414
C: -3.790 -0.029 4.942  -1.593
H: -4.185 0.997 4.937  0.290
H: -3.093 -0.153 5.789  0.207
H: -4.634 -0.719 5.109  0.486
C: -3.167 -3.876 2.088  -1.708
H: -2.288 -4.529 2.116  0.332
H: -3.778 -4.107 1.207  0.256
H: -3.768 -4.096 2.975  0.466
N: -1.929 -1.930 1.270  0.167
C: -1.816 1.618 3.749  -0.229
C: -2.428 2.874 3.526  1.517
C: -3.625 3.052 2.645  -1.604
C: -1.943 3.980 4.225  -0.465
H: -2.427 4.947 4.068  0.413
C: -0.880 3.843 5.120  -0.829
H: -0.500 4.719 5.645  0.408
C: -0.294 2.595 5.345  -0.930
H: 0.519 2.472 6.062  0.434
C: -0.737 1.472 4.650  0.975
C: -0.103 0.146 4.933  -1.799
C: -1.115 -2.695 0.387  -0.684
C: -1.568 -3.036 -0.911  1.607
C: -2.920 -2.596 -1.388  -1.385
C: -0.747 -3.807 -1.729  -0.841
H: -1.127 -4.120 -2.712  0.390
C: 0.536 -4.165 -1.317  -0.823
H: 1.183 -4.734 -1.982  0.453
C: 1.010 -3.755 -0.070  -1.094
H: 2.015 -4.022 0.266  0.388
C: 0.206 -3.003 0.784  0.917
C: 0.738 -2.517 2.100  -0.866
Pb: -1.947 0.439 0.640  0.930
H: -3.384 3.647 1.752  0.230
H: -4.400 3.618 3.186  0.449
H: -4.074 2.116 2.305  0.344
H: -0.251 -0.584 4.130  -0.055
H: -0.487 -0.286 5.870  0.441
H: 0.980 0.272 5.073  0.509
H: -3.018 -2.838 -2.455  0.421
H: -3.103 -1.514 -1.295  0.187
H: -3.720 -3.125 -0.848  0.231
H: 0.051 -2.709 2.939  0.282
H: 0.960 -1.434 2.102  -0.007
H: 1.682 -3.033 2.308  0.469
H: -4.134 -2.248 3.768  0.184
C: 0.309 -0.827 -3.591  0.051
Si: 0.053 -0.516 -5.437  0.279
H: 0.640 -1.861 -3.433  -0.076
H: -0.630 -0.705 -3.036  0.041
C: 0.231 1.341 -5.697  -0.961
C: -1.635 -1.079 -6.057  -1.028
C: 1.378 -1.408 -6.445  -1.008
H: 1.222 -1.258 -7.523  0.333
H: 1.369 -2.489 -6.255  0.322
H: 2.378 -1.029 -6.198  0.289
H: -0.625 1.871 -5.257  0.306
H: 0.287 1.598 -6.763  0.303
H: 1.146 1.697 -5.204  0.245
H: -2.433 -0.763 -5.372  0.313
H: -1.685 -2.171 -6.156  0.309
H: -1.853 -0.646 -7.044  0.295
Cl: -4.040 1.295 -0.502  -0.605

Forces on the atoms, in the same order (eV/Å):
0.330 0.554 0.295
0.627 -0.013 0.015
0.317 -0.459 0.040
-0.059 0.258 0.076
0.251 0.096 0.198
-0.397 -0.146 -0.020
0.235 -0.013 -0.098
-0.006 -0.150 0.040
-0.215 -0.017 -0.028
-0.438 0.170 -0.020
0.021 0.037 0.146
-0.008 0.302 -0.271
0.095 -0.431 -0.172
-0.030 0.248 0.048
-0.027 -0.015 -0.221
0.096 -0.258 0.053
-0.341 0.248 -0.161
-0.363 -0.337 0.020
0.095 0.014 0.141
-0.410 0.063 0.054
0.369 -0.023 -0.063
-0.200 -0.123 -0.023
-0.045 0.035 0.084
0.120 0.057 -0.131
0.168 0.075 0.085
0.173 -0.063 -0.159
-0.137 0.063 0.159
-0.063 -0.041 -0.093
0.069 -0.016 0.012
-0.116 0.089 0.083
-0.326 -0.154 -0.292
-0.159 -0.358 -0.514
0.583 0.809 0.273
-0.459 0.096 0.275
0.729 -0.282 -0.919
-0.338 -0.362 0.201
0.295 -0.228 -0.009
-0.188 0.190 -0.334
0.332 0.337 0.053
-0.203 -0.414 0.527
-0.082 0.141 -0.229
0.291 0.054 0.056
0.075 -0.185 -0.242
-0.341 0.666 0.101
-0.539 -0.036 0.073
0.434 -0.313 0.566
-0.430 0.199 -0.195
0.385 -0.191 0.144
0.216 -0.216 0.103
0.039 0.027 -0.021
-0.126 -0.175 -0.043
-0.229 0.269 -0.350
-0.142 0.159 -0.157
-0.579 0.420 -0.131
0.367 -0.382 0.078
-0.089 -0.297 -0.191
0.177 0.055 0.709
-0.328 -0.152 -0.320
0.253 -0.028 -0.128
0.259 0.196 0.428
0.003 0.071 0.074
-0.157 0.019 0.149
-0.108 -0.019 -0.233
-0.238 0.074 -0.205
-0.626 0.101 -0.185
0.271 -0.058 0.465
1.009 -0.504 0.533
-0.040 -0.187 0.116
0.202 -0.176 -0.151
0.135 0.167 0.084
-0.109 0.168 0.139
0.011 0.037 -0.261
-0.222 -0.027 -0.006
-0.066 0.043 0.262
0.071 -0.313 0.118
0.111 0.266 -0.135
0.180 0.067 -0.322
-0.221 -0.324 -0.120
-0.144 0.122 0.078
0.237 0.263 -0.330
0.065 -0.239 -0.037
0.248 0.266 0.083
-0.118 0.088 0.062
0.149 0.038 -0.038
-0.044 -0.056 -0.098
-0.061 -0.052 0.088
0.028 0.016 0.021
0.018 -0.012 0.215
0.003 0.190 -0.019
-0.153 -0.086 -0.030
0.175 -0.038 -0.079
-0.032 0.019 0.190
-0.164 -0.025 -0.107
0.119 -0.056 -0.128
-0.007 0.194 0.048
0.089 -0.090 0.205
-0.603 0.002 -0.047

***

Entry 2:
A structure of composition C33H57N3O5RhSi. Source: the OMol25 dataset; level of theory: wB97M-V/def2-TZVPD.

Results
Total charge: +1
Energy: -2231.52183 Ha
Multiplicity: 5
ΔE to the lowest compared entry with this formula, charge and spin: 87.04 kcal/mol
<S²>: 6.01
LUMO (spin up / spin down): -1.9 / -3.6 eV

Each line ends with the Mulliken charge.
Cartesian coordinates (Å):
O: 1.613 2.403 1.655  0.531
O: 1.387 4.385 0.400  -0.110
C: 1.008 2.507 3.000  -0.253
C: 0.998 1.223 3.808  -1.224
H: 0.002 2.891 2.807  0.197
H: 1.570 3.268 3.562  0.439
H: 0.832 0.302 3.242  -0.020
H: 0.193 1.310 4.549  0.339
H: 1.925 1.124 4.387  0.518
C: 3.025 1.954 1.724  0.430
C: 4.028 3.082 1.847  -1.634
H: 3.165 1.355 0.819  -0.135
H: 3.078 1.284 2.589  0.258
H: 3.805 3.973 1.245  0.206
H: 5.018 2.715 1.538  0.440
H: 4.133 3.384 2.897  0.439
C: 1.027 3.941 -0.959  -0.014
C: 0.434 5.371 0.902  -0.020
C: 1.789 2.703 -1.299  -0.682
H: 1.280 4.776 -1.626  0.367
H: -0.067 3.796 -1.007  0.091
H: 2.800 2.692 -0.885  0.257
H: 1.946 2.667 -2.380  0.595
H: 1.248 1.805 -0.983  -0.211
C: 1.161 6.548 1.483  -1.386
H: -0.234 4.910 1.634  0.091
H: -0.202 5.667 0.066  0.520
H: 1.726 6.256 2.376  0.298
H: 0.433 7.325 1.750  0.437
H: 1.847 6.985 0.749  0.333
H: 1.601 3.545 1.092  0.251
N: 0.304 -3.054 0.318  2.077
C: 0.589 -4.076 -0.538  0.800
C: -0.182 -4.281 -1.664  -1.555
C: -0.944 -3.346 -2.406  1.120
C: 1.686 -4.978 -0.139  -1.934
H: 1.498 -5.428 0.846  0.260
H: 2.660 -4.478 -0.097  0.232
H: 1.760 -5.794 -0.866  0.523
C: -1.652 -3.917 -3.598  -2.076
H: -1.754 -3.189 -4.411  0.312
H: -2.648 -4.279 -3.304  0.223
H: -1.073 -4.771 -3.969  0.596
N: -1.034 -2.065 -2.096  1.997
C: 1.217 -2.621 1.340  -0.372
C: 0.933 -2.784 2.701  0.708
C: -0.327 -3.409 3.209  -1.335
C: 1.903 -2.375 3.618  -0.938
H: 1.687 -2.510 4.681  0.410
C: 3.114 -1.840 3.205  -1.067
H: 3.861 -1.568 3.947  0.466
C: 3.376 -1.663 1.851  -0.788
H: 4.330 -1.255 1.513  0.547
C: 2.425 -2.033 0.907  1.230
C: 2.692 -1.808 -0.550  -1.209
C: -1.465 -1.086 -2.993  -1.447
C: -2.855 -0.861 -3.217  2.281
C: -3.897 -1.767 -2.652  -2.299
C: -3.263 0.212 -4.009  -0.925
H: -4.335 0.400 -4.131  0.476
C: -2.323 1.034 -4.629  -0.882
H: -2.656 1.867 -5.249  0.385
C: -0.961 0.781 -4.472  -1.048
H: -0.217 1.403 -4.976  0.388
C: -0.517 -0.276 -3.690  0.837
C: 0.943 -0.581 -3.587  -0.790
Rh: -1.775 -1.175 0.390  -0.408
H: -0.354 -3.318 4.301  0.460
H: -0.390 -4.478 2.960  0.272
H: -1.223 -2.916 2.806  0.101
H: 1.756 -1.811 -1.124  -0.401
H: 3.350 -2.588 -0.966  0.341
H: 3.194 -0.841 -0.711  0.530
H: -4.774 -1.188 -2.345  0.576
H: -3.541 -2.333 -1.787  0.202
H: -4.247 -2.499 -3.396  0.364
H: 1.175 -1.612 -3.887  0.271
H: 1.300 -0.440 -2.562  -0.203
H: 1.525 0.091 -4.225  0.509
H: -0.135 -5.282 -2.093  0.401
C: -0.813 0.257 0.783  1.566
Si: -2.573 0.883 0.482  0.505
H: -0.063 0.569 0.050  -0.923
H: -0.495 0.294 1.821  -0.289
C: -2.812 2.048 1.945  -1.061
C: -3.942 -0.426 0.519  -1.516
C: -2.543 1.972 -1.049  -0.703
H: -3.561 2.026 -1.463  0.440
H: -1.872 1.566 -1.818  -0.163
H: -2.208 2.983 -0.778  0.344
H: -2.669 1.519 2.898  0.335
H: -3.828 2.468 1.930  0.431
H: -2.090 2.880 1.892  -0.031
H: -3.790 -1.445 0.925  0.628
H: -4.523 -0.511 -0.400  0.148
H: -4.543 0.081 1.285  0.576
O: -3.435 -3.827 0.041  -0.473
N: -2.424 -4.539 0.101  0.837
O: -2.127 -5.238 1.067  -0.471
O: -0.999 -2.921 0.534  -0.743

Forces on the atoms, in the same order (eV/Å):
0.986 -0.190 1.326
-0.603 1.061 -0.702
0.026 0.348 -0.221
0.071 -0.005 0.421
0.152 -0.240 0.007
-0.170 -0.042 -0.192
0.103 0.272 -0.059
0.112 -0.025 -0.168
-0.180 -0.135 -0.191
-0.460 -0.466 -0.103
0.329 0.140 0.362
-0.027 0.132 0.208
0.141 0.044 -0.406
-0.020 -0.331 0.062
-0.313 0.069 0.049
-0.068 0.122 -0.255
-0.190 0.315 -0.264
-0.418 0.417 0.153
0.212 -0.642 -0.469
0.023 -0.123 0.331
0.502 -0.084 0.164
-0.131 0.167 0.103
-0.257 -0.110 0.032
0.267 0.148 -0.074
0.218 0.268 0.090
0.212 -0.244 -0.029
0.229 -0.028 -0.024
-0.097 0.174 -0.146
0.169 -0.228 0.071
-0.082 -0.119 0.136
-0.611 -0.793 -0.162
1.311 -0.897 -0.097
-0.266 0.643 -0.276
0.514 -0.969 0.801
-0.848 1.895 0.197
0.565 -0.970 -0.180
0.009 0.224 -0.128
-0.199 -0.095 -0.003
0.084 0.159 0.121
0.392 -0.180 -0.638
-0.101 -0.120 0.212
0.244 0.129 -0.023
-0.283 0.107 -0.063
0.785 -1.030 0.424
0.139 0.009 -0.400
0.211 0.132 0.023
-0.475 -0.023 0.416
-0.164 -0.015 0.010
0.154 0.055 -0.284
0.193 0.084 0.105
-0.089 -0.026 -0.117
-0.081 -0.089 0.177
-0.224 -0.050 0.114
-0.348 -0.058 0.113
0.045 0.135 -0.437
-1.185 0.623 -1.230
0.825 0.189 -0.067
-0.387 -0.278 0.282
0.408 0.190 -0.131
0.376 -0.066 -0.055
-0.219 0.132 -0.009
0.101 -0.207 0.167
-0.300 -0.002 -0.061
-0.246 -0.155 0.048
-0.584 -0.515 0.619
0.407 0.086 0.063
-2.301 -5.959 -2.151
0.020 -0.116 -0.188
-0.042 0.305 -0.077
0.325 -0.300 0.146
0.312 -0.022 0.138
-0.188 0.238 0.053
-0.074 -0.285 0.068
0.058 -0.147 -0.126
-0.058 0.062 -0.134
0.133 0.205 0.142
-0.067 0.201 0.160
-0.040 -0.139 -0.092
-0.114 -0.102 0.009
0.206 0.323 0.037
3.985 4.678 1.240
-0.137 3.814 -0.295
0.024 0.193 0.181
0.267 0.275 0.069
-0.404 -0.161 0.120
-1.406 0.293 0.051
-0.307 -0.227 0.019
0.317 0.202 -0.115
-0.221 0.045 0.074
-0.191 -0.204 -0.053
-0.062 0.167 -0.118
0.216 0.041 0.144
-0.231 -0.264 -0.042
-0.273 0.003 -0.064
0.086 0.105 0.162
-0.193 -0.369 -0.022
2.179 -1.127 -0.662
-2.503 -0.670 3.430
-0.141 0.998 -2.643
-0.065 -0.973 0.799